Formula: C23H24N2O5S
Source: the Open Molecules 2025 dataset
Level of theory: ωB97M-V/def2-TZVPD

Geometry as XYZ:
```
55
Properties=species:S:1:pos:R:3:lowdin_charge:R:1
H -1.365 -0.031 1.158 0.11
H -4.783 -1.248 -2.386 0.07
H -0.869 1.448 -2.955 0.13
C -3.636 3.069 1.554 -0.08
C 0.740 -0.442 1.122 -0.04
O -2.306 -2.301 0.657 -0.05
C -2.791 1.799 -0.305 -0.03
H -4.713 -4.525 0.374 0.11
C -4.365 -1.584 -1.440 -0.11
H -0.270 -4.102 0.407 0.11
H -4.719 -0.927 -0.649 0.07
H 3.419 1.004 -1.081 0.15
H 1.975 4.081 0.404 0.12
H -4.466 3.321 2.199 0.10
O 1.422 -1.217 -2.078 0.08
C 1.910 -0.117 -1.909 -0.43
C -0.594 -0.774 1.032 0.03
C -0.284 1.121 -2.093 -0.03
O 3.594 0.342 1.393 -0.28
H 0.066 4.653 1.880 0.11
C 1.234 1.184 -2.361 -0.17
H -4.798 1.685 0.389 0.10
H -2.269 4.377 2.531 0.11
H -4.686 -2.867 0.991 0.12
H -3.283 -1.500 -1.492 0.06
C -4.309 -3.525 0.206 -0.18
C 1.335 -2.738 0.701 -0.05
O 1.764 2.284 -1.623 0.01
H -2.342 -3.949 -0.598 0.13
C 1.005 3.629 0.274 0.02
C -1.323 3.337 0.906 -0.16
H 3.627 -1.831 -1.193 0.12
C -3.825 2.135 0.523 -0.08
C -2.416 3.656 1.740 -0.03
H 1.057 0.569 1.327 0.12
C -0.414 2.074 -0.941 -0.11
C -0.979 -2.092 0.756 -0.24
H -4.387 -3.676 -1.939 0.11
O 4.208 -2.055 1.497 -0.28
S 3.421 -1.004 0.934 0.67
C 0.800 2.687 -0.739 -0.22
C -4.782 -3.022 -1.158 -0.26
H -2.518 -4.293 1.145 0.13
C -0.057 3.936 1.082 -0.02
H 2.108 -3.481 0.589 0.12
C -2.789 -3.596 0.340 -0.20
C 1.693 -1.429 0.950 -0.30
N 3.134 0.077 -1.375 0.03
H -0.577 0.100 -1.840 0.11
H -2.932 1.081 -1.098 0.10
C -0.001 -3.078 0.606 0.01
N 3.829 -0.947 -0.736 -0.08
H -5.871 -3.092 -1.190 0.10
C -1.519 2.385 -0.135 -0.13
H 1.474 1.339 -3.419 0.17
```

Properties
LUMO level: 0.34 eV
SMILES string: CCCCOc1ccc(S(=O)(=O)NNC(=O)[C@H]2Cc3c(ccc4ccccc34)O2)cc1
energy above the lowest of the compared OMol25 structures with the same formula, charge and spin: 38.9 kcal/mol
gap between HOMO and LUMO: 8.5 eV



Formula: C29H45GeN5OsSi3
Source: the Open Molecules 2025 dataset
Level of theory: ωB97M-V/def2-TZVPD

Geometry as XYZ:
```
84
Properties=species:S:1:pos:R:3:lowdin_charge:R:1
H -1.387 5.829 2.488 0.14
H 1.859 -3.374 -3.108 0.03
C 2.914 4.135 -2.230 -0.21
H 4.944 4.744 -2.587 0.10
C -3.003 4.490 2.037 -0.21
N 2.649 1.454 0.310 -0.05
C 3.332 -2.743 -0.662 -0.21
C 3.221 3.056 -1.396 0.05
C -4.064 1.297 -0.601 0.01
N -2.847 1.437 -0.055 -0.05
Si -0.540 -3.403 -2.524 0.54
C -2.099 -2.667 -3.160 -0.19
H 0.305 4.520 1.287 0.14
C 2.454 -3.736 2.190 -0.20
H 0.042 -2.852 3.805 0.03
C 3.972 4.772 -3.076 -0.01
H 4.519 0.074 2.585 0.13
H 4.509 2.240 0.925 0.15
H -4.145 4.822 3.811 0.11
C 0.990 -2.751 -3.314 -0.19
H -1.623 -5.735 2.688 0.07
H -2.978 -2.935 -2.574 0.04
H 4.295 -2.688 -0.146 0.05
H -3.461 -2.075 1.488 0.03
H -1.570 -5.401 -1.571 0.05
H 1.205 -1.726 -3.009 0.03
C 3.782 1.453 1.033 0.01
H 4.241 2.694 -1.359 0.14
H 2.869 -6.020 0.287 0.07
H 2.094 -4.670 2.624 0.04
H 2.153 -1.176 2.008 0.07
C 2.248 2.441 -0.636 -0.12
C 2.574 -0.284 1.581 -0.13
H 3.720 5.806 -3.302 0.10
H -0.748 -1.404 3.143 0.02
H -3.748 6.293 2.929 0.10
C 1.588 4.581 -2.275 0.01
C -1.061 3.001 0.634 -0.22
H 3.015 -1.722 -0.870 0.01
C 0.913 2.883 -0.683 -0.23
H -2.617 -1.563 -1.048 0.04
C 3.769 0.355 1.867 0.02
H 0.168 -5.686 -1.827 0.01
Ge 0.106 -2.346 0.000 0.63
H -1.651 -2.522 4.158 0.06
H 0.825 -2.740 -4.397 0.07
C -3.218 -3.135 1.491 -0.18
C -0.728 4.198 1.288 0.02
Os -0.090 0.151 0.066 1.13
H 2.197 -5.616 -1.284 0.04
N -2.137 0.275 -0.192 -0.14
H -1.193 -5.717 0.982 0.04
Si -1.462 -3.453 1.936 0.49
H -2.063 -1.588 -3.307 0.05
C -2.958 -0.569 -0.834 -0.17
H 3.541 -3.721 2.323 0.06
H 0.039 -5.388 2.218 0.02
C -3.339 3.300 1.386 0.05
N -0.078 2.234 0.028 -0.05
C -0.881 -2.460 3.382 -0.19
H -5.008 5.208 2.325 0.10
C -2.395 2.571 0.689 -0.11
H -5.022 -0.403 -1.625 0.13
H -0.418 4.298 -1.596 0.14
H -0.952 -5.663 -3.193 0.07
H -4.767 2.112 -0.598 0.15
H -3.524 -3.587 0.547 0.04
C 2.043 -5.501 -0.211 -0.20
Si 2.125 -3.745 0.355 0.35
H 1.325 5.402 -2.929 0.14
C -1.678 4.924 1.972 0.01
H 2.045 -2.922 2.783 0.00
N 1.887 0.374 0.635 -0.16
H 3.504 -3.246 -1.615 0.04
H -4.359 2.943 1.444 0.13
C -4.034 5.250 2.812 -0.01
C 0.612 3.974 -1.520 0.02
C -1.001 -5.232 1.940 -0.18
H -2.227 -3.130 -4.147 0.07
H 1.128 -6.014 0.083 0.03
H -3.813 -3.609 2.281 0.07
H 4.063 4.240 -4.026 0.11
C -0.720 -5.202 -2.225 -0.17
C -4.174 0.022 -1.118 0.02
```

Properties
LUMO level (spin up / spin down): -7.52 / -10.76 eV
energy above the lowest of the compared OMol25 structures with the same formula, charge and spin: 9.3 kcal/mol
gap between HOMO and LUMO (spin up / spin down): 8.0 / 5.4 eV
net charge: +3
expectation value of S²: 8.799
2S+1: 6



> The lowest energy above the lowest of the compared OMol25 structures with the same formula, charge and spin belongs to which entry?

C29H45GeN5OsSi3



> energy above the lowest of the compared OMol25 structures with the same formula, charge and spin of number 2 (C29H45GeN5OsSi3)?

9.3 kcal/mol



> energy above the lowest of the compared OMol25 structures with the same formula, charge and spin of number 1 (C23H24N2O5S)?

38.9 kcal/mol